w | This record from OMol25 describes C11H17N5O4 in the gas phase. The level of theory is ωB97M-V/def2-TZVPD.

LUMO level ... 0.0135 hartree
HOMO level ... -9.2 eV
Total charge ... 0
Orbital gap ... 0.353 Eh

```
37
Properties=species:S:1:pos:R:3:mulliken_charge:R:1
C -0.8590 1.6571 0.6043 0.311
C -1.1015 0.2133 0.1757 0.495
C -2.1113 2.0453 1.4385 -1.430
C -2.6466 1.1064 2.4624 -0.343
C -1.5405 0.6448 3.5871 0.381
C -0.0295 -1.7225 -1.0416 -0.108
C -0.8713 -2.9922 -0.5923 0.558
C 1.4852 -2.2160 -1.2319 -1.061
C 2.3345 -1.2377 -1.9214 0.258
C 3.0858 -1.2839 -3.1265 -0.496
C 3.4911 0.6383 -2.0016 -0.248
H -1.2368 1.9580 -1.2841 0.364
H 0.1751 2.6065 -0.9606 0.291
H 0.0178 1.7936 1.2227 0.513
H -2.0380 2.9252 2.0677 0.497
H -2.9828 2.1910 0.7736 0.226
H -3.3095 1.7346 3.0713 0.409
H -3.1206 0.1270 2.0876 0.211
H 0.2100 0.9583 4.5311 0.277
H -0.2355 2.2303 3.3640 0.223
H 0.8867 -0.1194 -0.1440 0.431
H -0.4998 -1.3164 -2.0159 0.227
H 1.3420 -3.0703 -1.9048 0.384
H 1.7872 -2.6190 -0.3236 0.490
H 2.9260 -1.8663 -4.0262 0.371
H 3.8803 1.6388 -1.9909 0.406
H 4.5360 0.1905 -3.7177 0.116
H -2.3460 -1.8367 -0.5371 0.475
N -0.7754 2.5095 -0.5829 -0.682
N -0.3483 1.2833 3.7166 -0.342
N -0.0060 -0.5259 -0.1679 -0.139
N 2.6213 -0.0075 -1.3279 -0.473
N 3.8162 -0.1042 -3.1520 -0.058
O -2.1900 -0.2119 -0.1228 -0.779
O -1.7842 -0.4061 4.1956 -0.655
O -0.3981 -4.1007 -0.5129 -0.586
O -2.1647 -2.8154 -0.6117 -0.511
```

***

x | This record from OMol25 describes a molecular structure, C11H17N5O4. The level of theory is ωB97M-V/def2-TZVPD.

LUMO level ... 0.0005 hartree
HOMO level ... -8.7 eV
Total charge ... 0
Orbital gap ... 0.319 Eh

```
37
Properties=species:S:1:pos:R:3:mulliken_charge:R:1
C 2.2531 -0.5984 -0.8064 0.324
C 0.6797 -0.8108 -1.1195 0.118
C 2.5843 -0.9943 0.5557 -0.657
C 4.1353 -1.2344 0.6924 -0.291
C 5.1254 -0.1945 0.4815 0.157
C -1.4970 0.3392 -0.4498 -0.171
C -1.5833 1.9212 -0.1384 0.363
C -2.1013 -0.3594 0.7936 -0.765
C -3.4932 -0.5949 0.4871 0.274
C -4.3766 -0.9979 1.4393 -0.487
C -5.3187 -0.5065 -0.6255 -0.253
H 2.1536 1.1532 -1.9180 0.260
H 3.7250 0.8756 -1.1219 0.225
H 2.5390 -1.2100 -1.6310 0.330
H 2.2925 -2.0287 0.9407 0.211
H 2.0314 -0.3255 1.2164 0.389
H 4.6477 -1.9102 -0.2441 0.199
H 4.2691 -1.6070 1.7512 0.406
H 5.2428 0.3943 2.5564 0.207
H 6.5533 1.2217 1.4419 0.344
H 0.4637 1.2316 0.2894 0.428
H -1.9121 0.3109 -1.5637 0.444
H -1.9247 0.2520 1.6447 0.450
H -1.5927 -1.3258 0.7422 0.413
H -4.4950 -1.2206 2.6715 0.263
H -5.9259 -0.5279 -1.7816 0.292
H -6.3649 -1.6233 0.8756 0.229
H -1.6431 3.2344 1.5121 0.437
N 2.6716 0.8188 -1.0622 -0.643
N 5.4753 0.5203 1.5905 -0.489
N 0.0192 0.1749 -0.4070 -0.038
N -4.0179 -0.1605 -0.7729 -0.361
N -5.5615 -1.0290 0.7163 -0.126
O -0.0075 -1.7950 -1.5123 -0.688
O 5.8414 -0.0211 -0.6127 -0.669
O -1.1057 2.7268 -0.8895 -0.543
O -2.0548 2.2166 1.0525 -0.584
```

***

w is preferred energetically. Next in line: 177.5 kcal/mol higher.